# 1
70
Properties=species:S:1:pos:R:3:forces:R:3 method="wB97M-V/def2-TZVPD" spin_multiplicity=2 charge=+1 e_tot_ha=-2865.8663
H -1.93162 1.99328 2.33220 0.0 0.0 0.0
H -3.30079 3.00634 0.80602 0.0 0.1 0.0
C -0.70111 -4.57188 -2.68776 0.2 0.2 0.0
C -2.98516 -3.87150 -2.00674 0.1 -0.3 -0.2
C 1.46306 4.58931 -2.99368 0.2 -0.1 0.1
O 0.40662 4.66019 -3.75939 -0.1 0.1 -0.3
H 1.77003 -2.24723 2.83991 0.0 0.0 0.1
C -1.48388 2.15126 1.34595 -0.2 0.1 -0.2
H 3.07893 0.81748 1.01712 0.0 0.0 0.0
O -1.11913 2.54564 -3.26136 0.1 -0.2 0.1
C -3.45231 1.05975 -0.09164 0.0 0.1 0.1
H -4.02595 -4.16518 -2.07487 0.0 0.0 0.0
H 4.38626 1.28360 -0.08767 0.0 0.0 0.0
H -0.98761 3.12980 1.37906 0.0 0.0 0.1
C 1.13231 0.10932 5.20656 0.2 -0.5 0.1
H 2.03749 -1.92978 -2.93158 0.0 0.0 0.0
H 1.12341 -3.59331 -2.56219 0.0 0.0 0.0
C 0.07008 -3.48564 -2.34137 -0.1 -0.2 -0.1
H 1.28245 0.08270 6.27837 0.0 0.0 0.0
H -3.05469 0.65339 -1.01460 0.1 0.0 -0.1
H 1.48580 -2.80791 0.42085 0.0 0.0 0.1
O 2.34899 5.40516 -2.95904 0.0 0.0 0.0
N -0.47333 1.10414 1.15168 -0.1 0.3 1.4
N 1.34299 1.51617 -0.89580 -0.2 0.7 -0.5
C 1.03176 -0.43891 2.07656 0.2 -0.1 0.8
C -2.62693 2.28995 0.33104 0.2 -0.2 -0.1
H 2.18695 -0.28436 -2.38643 0.0 0.0 0.0
C -2.39309 -1.04255 1.03963 -0.1 0.1 0.2
H 2.85191 -2.01920 1.21088 0.0 0.0 0.0
N 2.62895 3.23574 -1.27435 0.1 0.0 0.0
O -1.01353 0.85727 -1.79087 0.0 0.6 -0.2
H 3.28512 -2.68608 -1.11944 0.1 0.0 0.0
H -3.85048 0.28979 1.89518 0.0 -0.1 0.0
H -0.15750 -5.39877 -3.12938 0.0 0.0 0.0
C 0.68874 1.31388 4.66886 -0.2 0.2 -0.4
H 3.78042 2.44669 1.08884 0.0 0.0 0.0
H 3.39566 3.89379 -1.23982 0.0 0.0 0.0
H -1.81995 -0.76038 1.91985 0.0 0.0 0.0
C 1.90902 -1.28423 -2.06408 0.2 -0.1 0.0
C -3.60578 -0.08955 0.90026 0.1 0.0 -0.2
C -1.54127 -2.04959 -1.00470 -0.2 -0.9 -0.2
C 1.43484 -1.26292 3.13888 -0.1 0.1 -0.6
N 1.22143 -0.77137 0.79354 -0.2 0.6 -0.4
C 0.26627 1.59174 3.38794 0.1 0.1 0.5
C -0.56052 1.91046 -2.37366 0.0 0.4 -0.3
H 1.74106 -1.88996 5.11057 0.0 0.0 0.0
C 0.22674 0.77727 2.22779 -0.1 0.1 -0.5
H -4.45125 1.42532 -0.33540 0.0 0.0 0.0
H 3.62902 -1.00335 -0.77222 0.0 0.0 0.0
C 1.55682 3.39494 -2.10543 -0.2 -0.1 0.1
C -2.08199 -4.72844 -2.60934 -0.3 0.0 0.0
C 1.42368 -1.04586 4.50949 -0.1 0.3 0.5
H 0.61632 2.14012 5.36668 0.0 0.0 0.0
C 2.08618 -1.89147 0.44480 0.0 0.0 -0.2
H -2.48993 -5.62591 -3.05663 0.0 0.0 0.0
C 2.82170 -1.72499 -0.89217 -0.2 0.1 0.0
N 0.53368 -1.23241 -1.62404 0.0 -1.3 -0.6
C -2.74043 -2.73784 -1.25156 0.2 0.4 0.2
H -0.09137 2.60225 3.24279 0.0 0.0 0.0
C 0.75600 2.32326 -1.84686 0.2 0.1 -0.2
Mn -0.00941 0.05281 -0.39846 0.2 -1.3 1.1
H -0.18698 3.86093 -3.69178 -0.1 0.1 0.2
H -3.61376 -2.29188 -0.79153 0.0 0.0 0.1
N -1.42385 -1.11456 -0.05700 -0.1 0.5 -0.4
C -0.29327 -2.25442 -1.74542 0.0 0.2 -0.1
C 3.48849 1.63104 0.42711 0.0 0.1 -0.1
C 2.47994 2.10453 -0.55763 0.0 -0.2 0.1
H -2.26652 2.77772 -0.57498 0.0 0.0 0.0
H -4.46782 -0.67488 0.57356 0.0 0.0 0.1
H -2.76792 -2.05074 1.22889 0.1 0.0 0.0


# 2
22
Properties=species:S:1:pos:R:3:forces:R:3 method="wB97M-V/def2-TZVPD" spin_multiplicity=1 e_tot_ha=-441.6539 e_above_lowest_kj_mol=68.55
O 0.68879 3.12202 -0.79459 0.2 0.3 0.4
C -0.36892 -2.01384 0.12544 -0.1 0.2 0.1
C 0.14479 0.30029 0.95809 2.1 -0.9 1.2
H -1.42238 -0.46238 3.05600 0.0 0.0 0.1
C -1.03334 -1.28201 2.45309 0.1 0.2 0.0
H -0.08379 -1.60620 2.88512 -0.1 0.0 0.0
H -1.79396 -0.46738 0.62096 0.1 0.0 0.1
H -1.38667 1.79716 -1.07614 0.1 0.0 -0.1
H -1.11713 -2.80289 0.12032 0.0 -0.1 0.0
N -0.54645 1.31135 -1.34681 0.7 0.4 -0.1
H -1.74216 -2.10736 2.50218 0.0 0.0 0.0
C 0.65307 2.04870 -1.33596 -1.3 -0.3 -0.9
O 1.31333 0.19946 0.59001 -1.8 0.1 0.5
H 2.58698 2.14930 -2.22843 -0.1 0.0 0.0
H 1.42722 1.10633 -3.10421 0.0 0.0 0.0
H -0.19788 -1.69208 -0.90053 0.0 0.0 -0.1
C 1.77642 1.43009 -2.12478 0.2 0.1 0.3
H -0.63496 0.50404 -1.93705 0.0 0.0 -0.1
C -0.83619 -0.85341 0.99762 0.0 0.0 -0.8
H -0.15613 1.15228 1.60244 -0.1 0.3 -0.6
H 0.56878 -2.41076 0.50500 0.1 -0.1 0.0
H 2.16058 0.57730 -1.56777 0.0 -0.1 -0.1


# 3
23
Properties=species:S:1:pos:R:3:forces:R:3 method="wB97M-V/def2-TZVPD" spin_multiplicity=1 e_tot_ha=-1345.9491 e_above_lowest_kj_mol=393.78
H 1.15647 -0.53227 -2.92593 -0.4 0.2 -0.3
C -3.32731 1.32076 0.29424 -2.1 2.4 -0.6
H -1.71405 1.56638 1.81872 -0.3 0.4 0.5
C -1.18718 0.47968 0.10680 -1.4 0.5 0.7
N 0.95342 -0.46444 -0.34324 0.8 2.0 -1.1
H 2.18679 -1.94302 -0.65516 0.2 -0.8 0.7
H -4.10161 0.72502 -1.77484 -0.7 0.3 0.1
O 0.73087 1.43838 -3.24979 0.3 -0.4 1.0
C -3.37008 0.81875 -1.00558 1.4 -1.1 1.4
N 1.96564 1.77506 -0.61817 0.8 1.5 -0.3
C 1.86249 0.51323 -1.24844 -5.3 1.6 1.9
C 0.13154 0.29196 0.51247 3.8 -0.3 -0.2
H -4.13082 2.01906 0.80208 1.5 -1.8 -1.4
S 0.69552 3.27192 1.13981 -0.2 1.7 0.5
N 1.10310 2.11957 0.17288 -0.9 -4.0 0.1
C 1.15855 0.53109 -2.58701 0.3 -0.5 -1.1
S -1.89414 -0.08718 -1.35210 -0.6 1.1 0.3
C -2.05980 1.21417 0.87232 0.3 -1.0 -0.3
H 2.66667 -1.08831 0.77939 1.3 1.0 1.0
H 0.51576 0.21208 1.56428 -1.2 0.4 -0.7
H 2.80282 0.17853 -1.32323 3.4 -1.9 -0.5
H 1.25410 -2.06956 0.89558 -0.2 -0.7 0.2
C 1.83521 -1.44180 0.25208 -1.0 -0.6 -1.7


# 4
79
Properties=species:S:1:pos:R:3:forces:R:3 method="wB97M-V/def2-TZVPD" spin_multiplicity=1 charge=+2 e_tot_ha=-2647.5057 e_above_lowest_kj_mol=0.00
H -4.46356 6.81740 0.63867 0.0 0.0 0.0
C 3.49640 -5.19051 4.05041 0.0 0.0 0.0
C 3.81738 0.18639 -0.77935 0.0 0.0 0.0
H -0.37508 4.16087 1.41999 0.0 0.0 0.0
N -0.37803 5.27906 -2.73536 0.1 0.0 0.0
H -2.82733 4.77263 -5.47580 0.0 0.0 0.0
H 4.46037 -1.30554 0.59832 0.0 0.0 0.0
N 0.51247 -3.57791 2.51905 0.0 0.0 0.0
C -2.34533 -0.42577 -0.40081 0.0 0.0 0.0
C -1.56577 5.79702 2.10423 0.0 0.0 0.0
Ir -0.28212 1.27347 -1.87818 -0.1 0.2 -0.2
C 0.20457 -0.78490 -4.11323 0.0 0.0 0.0
H 4.39006 -9.03191 7.50681 0.0 0.0 0.0
H -3.29321 -0.21247 -5.51905 0.0 0.0 0.0
N -1.06536 -0.19192 -0.64770 0.0 0.0 0.2
C 4.43895 -8.21717 6.79223 0.0 0.0 0.0
H -3.82122 -1.51718 0.70067 0.0 0.0 0.0
C -1.84038 0.32250 -4.05102 0.0 0.1 0.0
C -2.29929 -0.39802 -5.13573 0.0 0.0 0.0
C 2.16199 -4.92722 3.76093 0.0 0.0 0.0
H -2.98152 7.35689 2.54248 0.0 0.0 0.0
O 3.08875 -7.89822 6.47324 0.0 0.0 0.0
N -2.03625 1.96407 -2.41735 -0.1 -0.3 0.1
N 2.64983 -3.11437 2.12093 0.0 0.0 0.0
H 4.81275 0.53174 -1.01826 0.0 0.0 0.0
C -1.30065 6.24109 -2.89068 -0.1 0.0 0.0
N -0.59631 0.10860 -3.53878 0.0 -0.1 0.1
C -2.72771 6.54163 1.87765 0.0 0.0 0.0
H -3.01663 6.82046 -4.02617 0.0 0.0 0.0
C -2.14619 4.93262 -4.64757 0.0 0.0 0.0
C -0.46635 -1.88023 0.96295 0.0 0.0 0.0
C 1.51166 -6.66806 5.29330 0.0 0.0 0.0
C 1.17131 -5.68459 4.39820 0.0 0.0 0.0
N -2.55288 2.97500 -1.68034 0.1 0.0 0.1
C 2.85736 -6.92388 5.58133 0.0 0.0 0.0
H -0.91828 6.03517 2.93592 0.0 0.0 0.0
C -1.46956 -1.34908 -5.71612 0.0 0.0 0.0
N 1.47691 0.41844 -1.13884 0.1 0.2 0.1
C 2.30456 -1.24174 0.41669 0.0 0.0 0.0
H 3.65067 -3.17747 2.18526 0.0 0.0 0.0
H -1.81444 -1.93146 -6.55943 0.0 0.0 0.0
H -3.63311 1.63796 -3.69366 0.0 0.0 0.0
H -3.84560 4.18059 -1.53655 0.0 0.0 0.0
C -2.10169 4.42695 0.17970 0.0 0.0 0.1
C 3.85429 -6.17898 4.95167 0.0 0.0 0.0
C -2.63015 1.36715 -3.38671 0.1 0.1 -0.1
H 1.19044 -0.89150 -3.68151 0.0 0.0 0.0
H 2.85755 1.59228 -2.11192 0.0 0.0 0.0
H 0.48388 -2.25228 -5.64172 0.0 0.0 0.0
C -0.19797 -1.53680 -5.20585 0.0 0.0 0.0
H -1.24378 7.09303 -2.22754 0.0 0.0 0.0
C -1.72580 3.29965 -0.66559 0.0 0.0 -0.3
C 1.25348 -0.57625 -0.23864 0.0 0.0 0.0
C -1.82727 -2.11349 1.21387 0.0 0.0 0.0
H 4.98328 -8.54420 5.90438 0.0 0.0 0.0
H 0.75749 -7.26142 5.79163 0.0 0.0 0.0
S 0.87764 2.98500 -3.06835 0.1 -0.1 -0.3
C -0.12073 -0.89816 0.03155 0.0 0.0 -0.1
C -3.56153 6.24954 0.82153 0.0 0.0 0.0
C 1.92159 -2.25901 1.33396 0.0 0.0 0.0
H 4.89785 -6.36058 5.15842 0.0 0.0 0.0
C 2.72099 0.79448 -1.39540 0.0 -0.1 0.0
C -0.35998 4.13813 -3.47706 0.0 0.2 0.2
C -3.26344 5.19514 -0.04257 0.0 0.0 -0.1
N -1.23906 3.97857 -4.45306 0.0 0.0 0.0
C -2.24605 6.08245 -3.86690 0.0 0.0 0.0
H -3.06776 0.15465 -0.95696 0.0 0.0 0.0
H 0.13266 -5.48519 4.17426 0.0 0.0 0.0
O -0.60385 2.70654 -0.43768 -0.1 -0.1 0.2
C 3.61519 -0.82953 0.11833 0.0 0.0 0.0
O -4.11238 4.99448 -1.06613 0.0 0.0 0.1
H 0.34263 5.37025 -2.02607 -0.1 -0.1 0.1
C 0.60410 -2.57469 1.60653 0.0 0.0 0.0
C 1.75847 -3.89233 2.81874 0.0 0.0 0.0
C -2.76317 -1.37983 0.53091 0.0 0.0 0.0
C -1.26435 4.75517 1.26360 0.0 0.0 0.0
H 4.29430 -4.62688 3.58029 0.0 0.0 0.0
H -2.10508 -2.86279 1.94334 0.0 0.0 0.0
H 4.94436 -7.36353 7.24769 0.0 0.0 0.0